1.
The following is a DFT calculation (the ωB97M-V functional and the def2-TZVPD basis) of a structure of composition C36H68BrCsFIMgN4O11 at a distorted geometry.

Computed properties:
2S+1: 1
Gap between HOMO and LUMO: 1.28 eV
Total charge: -2
F_max: 6.4 eV/Å
HOMO: -0.016 Ha
Lowest unoccupied orbital energy: 0.0305 Ha
Electronic energy: -5649.6965 a.u.

The geometry in XYZ format:
```
124
Properties=species:S:1:pos:R:3:forces:R:3:mulliken_charge:R:1
C 8.36036 -2.68033 2.08301 1.15 -0.98 -0.78 -0.80
C 7.96769 -2.87916 0.49144 -1.00 0.10 1.04 -0.50
C 7.15701 -1.56674 -0.07168 -0.65 -0.49 -1.11 -0.38
C 5.80279 -1.19347 0.83629 2.93 0.16 -0.93 -0.29
O 5.02148 -0.25768 0.01368 -2.13 -0.48 2.23 -0.27
C 3.64920 -0.05971 0.58872 0.61 -0.82 -1.45 -0.10
O 3.57234 -0.46756 1.99947 -1.74 1.79 -1.86 0.03
C 2.18276 -0.20304 2.40077 -1.48 -0.07 1.68 -0.32
C 1.75120 1.37677 2.35096 -2.17 -0.83 0.31 -0.54
N 2.67486 2.24987 1.48946 -0.90 -0.25 -0.92 1.11
C 3.69949 3.02823 2.28204 1.84 2.05 4.16 -0.35
C 4.30004 2.26822 3.60158 3.97 -2.83 -1.71 -0.16
O 5.37459 1.43345 3.53443 -5.14 3.74 -0.18 -0.53
I 3.50534 2.52637 5.67199 0.19 0.05 -1.64 -0.06
C 3.24972 1.49881 0.28586 1.38 -0.07 -2.19 -0.85
C 2.29379 1.69008 -1.07340 0.00 -0.31 0.62 -0.49
C 0.93776 0.77064 -1.05213 -0.20 -0.72 -0.75 0.93
C -0.40304 1.58606 -1.54945 0.52 -0.64 -0.31 -0.94
C -1.54679 0.47799 -2.03310 0.85 1.18 1.72 -0.59
C -2.31945 0.01403 -0.63603 -0.07 0.65 0.34 -0.32
C -3.91868 0.40945 -0.61351 -0.82 -0.71 -0.29 -0.55
C -4.74877 -0.79664 -1.38338 0.43 0.12 0.79 -0.03
C -4.69277 -2.17234 -0.44926 0.30 1.03 0.10 -0.30
C -6.17133 -2.55982 0.15246 1.38 0.50 -0.11 -0.71
C -6.35609 -1.67843 1.54586 -0.64 -0.57 -0.36 0.32
C -7.81014 -0.91836 1.52890 1.66 0.59 -0.42 -0.43
C -7.76719 0.66519 1.95638 -0.44 -0.51 -0.71 0.19
O -9.09544 0.96316 2.57576 2.93 1.26 1.84 -0.39
C -8.97995 1.01368 4.05127 0.22 -0.04 1.03 -0.49
H 9.23227 -1.87920 2.14938 -2.10 -1.50 0.12 0.24
H 7.44892 -2.44780 2.77939 1.88 -0.28 -1.34 0.14
H 8.83567 -3.71675 2.42659 -1.07 2.26 -0.51 0.32
H 7.21114 -3.79832 0.40665 1.65 1.90 0.16 0.22
H 8.93281 -3.15159 -0.12176 -1.96 0.79 1.07 0.32
H 6.72319 -1.87988 -1.13787 0.86 0.75 2.08 -0.01
H 7.83493 -0.62373 -0.27066 -1.36 -1.85 0.73 0.29
H 6.16898 -0.62223 1.79584 -0.94 -1.24 -1.42 0.43
H 5.27782 -2.21774 1.04722 0.76 1.86 -0.78 0.07
H 2.96750 -0.83348 -0.01295 1.04 1.81 1.21 0.01
H 1.40516 -0.84792 1.76918 1.86 1.33 1.03 0.17
H 2.02046 -0.55866 3.52811 0.78 0.73 -2.54 0.42
H 0.69719 1.41348 1.79109 2.21 -0.02 1.12 0.18
H 1.53664 1.85708 3.41770 1.06 -1.03 -2.37 0.26
H 2.02421 2.97807 1.06393 0.74 -0.71 0.43 0.47
H 4.61062 3.42928 1.66487 -1.85 -1.25 0.71 0.33
H 3.13418 3.99899 2.68675 0.92 -2.11 -0.90 0.29
H 4.26476 2.06126 0.00517 -2.14 -1.39 0.87 0.09
H 2.92568 1.44060 -2.05489 -1.26 0.56 2.42 -0.17
H 2.00323 2.82275 -1.12848 0.53 -2.02 0.12 0.43
H 0.74813 0.20556 -0.02271 0.41 1.43 -2.16 -0.45
H 1.11537 -0.10394 -1.84518 -0.32 1.70 1.57 -0.16
H -0.78935 2.22217 -0.63208 0.62 -1.14 -2.12 0.30
H -0.07088 2.26433 -2.44932 -0.72 -1.19 1.78 0.23
H -1.00108 -0.48566 -2.47297 0.00 6.20 1.74 -0.01
H -2.29502 0.89969 -2.82993 1.39 -0.78 1.53 0.58
H -1.84567 0.52968 0.33017 -0.68 -1.11 -2.28 -0.04
H -2.10416 -1.13328 -0.51803 -0.96 2.09 0.31 0.57
H -4.35863 0.46413 0.48035 1.23 -0.11 -2.14 0.31
H -4.13373 1.46915 -1.11882 0.84 -2.31 1.03 0.11
H -4.19602 -0.96470 -2.41170 -1.29 0.30 1.79 0.00
H -5.87681 -0.47800 -1.60084 2.60 -0.84 0.54 0.33
H -4.18706 -3.00907 -1.09308 -0.97 1.08 1.11 -0.05
H -3.99389 -1.92740 0.47247 -1.09 -0.68 -1.85 0.15
H -6.95828 -2.25634 -0.68985 1.58 -1.10 2.24 0.21
H -6.22339 -3.71177 0.42116 -0.18 2.69 -0.95 0.29
H -6.33593 -2.46203 2.42932 -0.08 1.69 -1.66 0.35
H -5.46276 -0.93467 1.74861 -1.66 -1.29 -0.54 -0.52
H -8.50507 -1.46363 2.30391 1.69 0.97 -1.57 0.18
H -8.29440 -0.96478 0.45187 0.99 -0.29 2.42 0.26
H -7.71621 1.34987 0.98389 0.01 -1.35 2.02 0.09
H -6.86718 0.91841 2.66232 -1.74 -0.43 -1.18 -0.05
H -8.85505 2.13668 4.43517 -0.34 -2.23 -0.90 0.19
H -8.04056 0.42314 4.43346 -1.71 1.07 -0.79 0.25
H -9.91958 0.50507 4.57728 1.88 1.22 -1.55 0.23
O -3.03759 1.52886 3.94908 -1.37 -1.26 1.05 -0.61
C -3.83698 0.68354 4.61504 3.37 -1.26 -2.31 0.06
C -5.00166 1.51218 5.33719 -3.55 1.10 2.37 -0.21
O -5.78935 0.66867 6.01950 1.54 1.42 -1.36 -0.57
H -3.37056 0.07192 5.40740 0.15 0.70 0.44 0.29
H -4.35105 -0.09257 4.02108 -0.44 0.60 -0.36 -0.06
H -5.47835 2.10803 4.53937 -0.18 -0.72 -0.45 0.16
H -4.49109 2.30074 5.91688 0.46 -0.59 0.43 0.33
C 2.17709 2.89495 -4.72929 0.13 -0.10 0.03 -0.61
O 1.63982 1.58920 -4.83262 -0.38 -0.08 0.04 -0.45
H 1.41732 3.61712 -5.03711 0.02 -0.18 0.04 0.27
H 2.46434 3.09078 -3.69329 0.11 0.25 -0.09 0.13
H 3.04793 2.98436 -5.38325 0.04 0.22 0.12 0.30
H 2.33603 0.97059 -4.55320 -0.09 0.50 -0.18 0.26
N 0.26390 -2.30011 -5.30667 0.06 0.28 -0.99 -0.29
C 0.00953 -3.05298 -6.39930 0.11 0.24 0.61 -0.47
C 0.09794 -2.57987 -7.69873 0.07 0.18 0.05 -0.45
C 0.46578 -1.25257 -7.89230 0.00 -0.04 0.11 -0.36
C 0.73230 -0.45148 -6.78671 -0.04 -0.08 -0.39 -0.54
C 0.62047 -1.01594 -5.52624 -0.15 -0.73 0.30 0.30
H -0.27682 -4.08079 -6.19617 0.02 0.05 -0.08 0.41
H -0.11528 -3.23034 -8.53937 0.01 0.03 0.12 0.38
H 0.54438 -0.84574 -8.89627 -0.01 -0.04 0.13 0.40
H 1.02076 0.58694 -6.90394 -0.04 -0.18 0.18 0.42
H 0.82166 -0.43262 -4.63204 -0.12 0.03 -0.18 0.36
C 3.95629 -1.84270 -3.05081 -0.02 -0.23 0.07 -0.76
C 4.02996 -0.47913 -3.60168 0.20 0.83 -0.33 0.68
N 4.08812 0.59818 -4.03687 0.13 -1.86 0.73 -0.59
H 3.33287 -2.49621 -3.67029 0.05 0.32 -0.09 0.37
H 4.94616 -2.30670 -2.98575 -0.08 0.33 -0.05 0.33
H 3.52913 -1.84917 -2.04246 0.13 0.27 -0.14 0.04
Mg 4.58042 -2.32167 2.94012 -0.43 -0.67 1.33 -0.17
Br -10.41958 -1.18676 2.32597 -3.26 -1.28 0.39 -0.59
Cs -1.61958 -2.19985 -2.85347 -1.71 -5.07 -1.13 1.08
C -6.24543 2.36554 -4.69347 -0.08 0.36 -0.04 -0.82
N -5.27361 1.52399 -3.94447 0.31 -0.92 0.46 0.91
O -4.22859 2.06633 -3.56674 -1.09 -0.81 -0.50 -0.54
O -5.58737 0.34271 -3.75682 0.65 2.21 -0.81 -0.52
H -5.84146 3.37611 -4.78411 -0.01 -0.30 0.10 0.30
H -6.38111 1.91458 -5.67862 -0.06 -0.03 0.26 0.29
H -7.17948 2.37291 -4.12784 0.14 -0.15 -0.15 0.32
F -8.21958 -3.83062 -0.07328 -0.52 -0.49 -0.19 -0.90
O 8.26319 2.12124 6.63922 -0.57 -1.13 -0.88 -0.72
C 7.76313 1.08893 5.94543 -0.18 3.19 -0.28 0.41
C 8.19872 -0.28302 6.64732 -0.01 -2.97 0.24 -0.36
O 7.71526 -1.31568 5.94207 0.62 0.98 0.75 -0.65
H 8.07493 0.99632 4.89013 0.68 -0.09 -0.01 0.04
H 6.66439 1.03566 5.84884 -0.21 -0.09 0.66 -0.06
H 7.86873 -0.19528 7.69718 -0.71 0.12 -0.09 0.22
H 9.29502 -0.22416 6.76220 0.24 0.10 -0.68 0.22
```
Forces are in eV/Å.

2.
The following is a DFT calculation (the ωB97M-V functional and the def2-TZVPD basis) of a structure of composition C14H30ClLi3O8 at a distorted geometry.

Computed properties:
2S+1: 1
Gap between HOMO and LUMO: 5.76 eV
Total charge: +2
F_max: 4.5 eV/Å
HOMO: -0.443 Ha
Lowest unoccupied orbital energy: -0.2316 Ha
Electronic energy: -1635.1880 a.u.

The geometry in XYZ format:
```
56
Properties=species:S:1:pos:R:3:forces:R:3:mulliken_charge:R:1
Li -15.29570 14.75436 8.34001 0.01 -0.10 0.26 1.00
Li -13.31399 17.27670 17.95670 -0.19 -0.10 0.10 1.00
Li -23.03870 18.55325 11.72448 0.10 0.00 0.21 1.00
Cl -17.65553 16.19782 13.78142 -0.38 -3.12 -3.21 1.58
O -17.72106 14.75104 13.97224 -0.63 0.70 -0.68 -0.64
O -16.92142 16.50295 12.55915 -0.01 -0.13 -0.21 -0.69
O -18.96469 16.77285 13.63785 -0.50 0.21 0.50 -0.64
O -16.93572 16.67900 14.85614 1.59 2.44 3.36 -0.61
C -12.28381 9.60461 11.70280 0.51 0.47 -0.63 -0.60
C -13.05324 8.81605 10.66462 -0.18 0.56 -0.61 -0.56
C -14.17012 9.82543 10.44133 -0.37 -0.97 -0.94 -0.50
O -13.53496 11.09761 10.37774 -1.58 0.04 -1.33 -0.37
C -12.46769 11.11765 11.25788 0.05 -1.74 1.77 -0.43
H -11.21297 9.40838 11.75654 -0.21 -0.44 0.47 0.33
H -12.87715 9.36256 12.58454 0.78 0.55 0.66 0.28
H -13.45683 7.86188 11.00340 0.21 0.04 0.12 0.33
H -12.52596 8.66691 9.72238 0.14 -0.04 0.04 0.29
H -14.94366 9.72154 11.20221 0.11 0.49 0.54 0.31
H -14.69240 9.58355 9.51569 0.07 0.54 -0.30 0.33
H -12.77779 11.62555 12.17110 0.38 0.65 0.00 0.25
H -11.59372 11.56192 10.78154 0.02 -0.04 0.14 0.34
C -12.15481 11.06478 19.95805 -0.69 -1.78 0.18 -0.67
C -11.84914 11.42266 21.43850 0.25 0.05 -1.09 -0.39
C -12.29041 12.84146 21.47358 -1.02 2.40 -0.35 -0.46
O -12.76001 13.25724 20.14981 -0.08 -0.03 -0.45 -0.41
C -13.21603 12.05600 19.48099 2.16 -0.13 1.76 -0.42
H -12.59499 10.07416 19.84404 0.03 -0.32 0.37 0.34
H -11.30592 10.99501 19.27789 0.26 0.65 0.28 0.30
H -10.78393 11.43995 21.66898 -0.12 -0.78 0.08 0.25
H -12.46065 10.86904 22.15101 0.45 -0.37 -0.15 0.27
H -11.53551 13.58468 21.73017 0.23 -0.22 0.00 0.27
H -13.10439 13.01036 22.17857 -0.22 -0.11 0.06 0.28
H -13.07215 12.03005 18.40084 -0.93 0.91 -0.02 0.32
H -14.17859 11.80508 19.92666 -0.34 -0.14 -0.74 0.31
C -22.20702 23.17956 17.31363 0.97 1.42 1.53 -0.63
C -21.05221 23.13973 16.29615 -0.06 1.64 0.00 -0.55
C -21.81710 22.88278 15.02320 -0.22 -1.39 0.71 -0.35
O -22.89612 22.00606 15.46390 -0.64 0.29 -0.97 -0.41
C -23.07259 22.07189 16.91043 1.12 -0.91 -1.30 -0.36
H -22.79400 24.09685 17.35981 0.29 0.42 -0.83 0.26
H -21.94629 23.10123 18.36908 0.55 -0.35 0.01 0.37
H -20.26018 22.40979 16.46344 -0.48 -0.45 0.28 0.26
H -20.49768 24.06753 16.15546 -0.14 0.31 0.47 0.32
H -21.13965 22.35055 14.35545 -0.39 -0.26 -0.39 0.25
H -22.20486 23.76085 14.50673 -0.10 0.13 0.26 0.29
H -22.57079 21.15863 17.23020 -0.82 -0.39 0.60 0.27
H -24.09595 22.23145 17.25007 -0.07 -0.53 -0.45 0.28
C -16.38705 21.65742 21.56388 -0.58 0.79 -0.84 -0.93
C -15.29040 21.38465 20.56472 0.94 1.18 1.11 -0.21
O -14.59514 20.26129 21.02250 0.76 -2.26 -0.58 -0.56
H -16.01938 21.91646 22.55676 0.26 -0.57 -0.01 0.29
H -17.05805 20.79851 21.55280 -0.13 0.20 0.41 0.26
H -16.90809 22.56872 21.27037 -0.45 -0.10 -0.20 0.32
H -14.58724 22.21719 20.54105 -0.07 0.36 -0.13 0.26
H -15.58941 21.23529 19.52723 -0.42 -0.27 0.17 0.24
H -13.83508 20.41887 21.58738 -0.26 0.60 -0.03 0.32
```
Forces are in eV/Å.